(1)
Density functional theory data (ωB97M-V/def2-TZVPD) for C44H59N4O4P2PbS3 as an isolated structure at a distorted geometry.

```
117
Properties=species:S:1:pos:R:3
Pb -0.5821 -0.4386 0.4314
C 3.8143 -3.1067 1.9823
C 4.3641 -2.4217 0.7458
C 5.7976 -2.9009 0.4254
C 3.3671 -2.6563 -0.4273
C 3.3724 -3.9279 -1.0422
C 3.0002 -4.0289 -2.3985
C 2.3597 -2.9759 -3.0555
C 1.9469 -1.8638 -2.2921
C 1.0653 -0.7629 -2.9064
C 1.6115 -0.1791 -4.1997
C -0.2755 -1.3305 -3.5122
C 2.4685 -1.6998 -0.9521
N 1.9352 -0.6417 -0.1486
C 2.3994 0.6156 -0.3313
C 1.8194 1.8253 0.2824
N 0.6979 1.8118 1.0057
C 0.2285 3.0435 1.6730
C 0.3946 3.2298 3.0897
C -0.4599 4.1161 3.7438
C -1.3033 4.9665 3.0593
C -1.3413 4.9511 1.6507
C -0.7350 3.8979 0.9925
C -0.9473 3.7531 -0.5230
C -2.4508 3.4802 -0.7766
C -0.4620 4.9571 -1.3012
C 1.3707 2.3850 3.8935
C 2.4827 3.3457 4.4916
C 0.7216 1.5626 4.9299
C 2.8028 2.9072 0.0885
C 2.8745 4.2436 0.3932
C 3.7703 5.0845 -0.2433
C 4.8375 4.6085 -1.0202
C 4.8447 3.1939 -1.2969
C 5.7495 2.4539 -2.1124
C 5.6157 1.1103 -2.3081
C 4.5676 0.3567 -1.7552
C 3.6434 1.0318 -1.0566
C 3.8162 2.4102 -0.7716
H 4.5258 -2.9683 2.7954
H 3.6781 -4.1797 1.8227
H 2.8973 -2.6168 2.3960
H 4.3208 -1.3263 0.8478
H 5.6601 -3.9037 -0.0033
H 6.3231 -2.8839 1.3844
H 6.1837 -2.1044 -0.1776
H 3.8419 -4.7522 -0.5221
H 3.1315 -4.9983 -2.9146
H 2.2562 -2.9902 -4.1250
H 0.8583 0.1243 -2.2620
H 1.5151 -0.9339 -5.0642
H 2.6685 0.0908 -4.1994
H 0.8893 0.5972 -4.6100
H -0.0701 -1.8681 -4.4167
H -0.8755 -0.5423 -3.9166
H -1.0397 -1.8731 -2.9341
H -0.4344 4.1444 4.8075
H -1.9861 5.5735 3.6052
H -1.8509 5.7499 1.1733
H -0.3764 2.9096 -0.8474
H -3.0441 4.1401 -0.0805
H -2.9500 2.5062 -0.6155
H -2.8429 3.7526 -1.7751
H -1.0672 5.8548 -1.1899
H -0.4608 4.8130 -2.4049
H 0.5982 5.1307 -1.1707
H 1.8825 1.7358 3.1525
H 2.0406 4.0456 5.2813
H 3.0007 3.9046 3.7414
H 3.1464 2.6542 5.0748
H 0.0732 2.2216 5.5632
H 1.4036 1.0783 5.5027
H 0.0939 0.8700 4.4406
H 2.2666 4.7762 1.1290
H 3.6993 6.0904 0.0578
H 5.4659 5.3455 -1.5432
H 6.4060 3.0604 -2.7450
H 6.3848 0.5777 -2.8538
H 4.6609 -0.7654 -1.8541
C -5.4502 -5.5721 1.0916
C -4.3198 -5.3679 0.2413
O -4.2870 -3.8991 -0.0812
P -3.4043 -3.3009 -1.2673
S -4.0772 -1.4240 -1.4584
S -1.4493 -3.2545 -0.8650
O -3.7607 -4.3348 -2.4262
C -3.0009 -4.6474 -3.7718
C -3.5024 -3.8950 -4.9160
H -5.5731 -6.6330 1.3696
H -6.4241 -5.3875 0.6143
H -5.4425 -5.0409 2.0577
H -4.4764 -5.8776 -0.6875
H -3.3864 -5.8226 0.7242
H -3.1715 -5.7057 -3.9265
H -1.9386 -4.4644 -3.5349
H -4.5826 -4.0509 -5.0617
H -3.0159 -4.0311 -5.9457
H -3.5104 -2.8049 -4.6910
O -5.4053 -0.4410 -4.2510
N -4.5004 -1.1178 -3.8083
C -4.3313 0.7974 3.8447
P -4.2133 0.3434 2.0984
C -4.8864 -1.2783 1.9546
C -5.3587 1.4320 1.1486
O -2.8311 0.6938 1.5574
H -5.2609 1.3471 4.0776
H -3.4681 1.4293 4.0694
H -4.4370 -0.1017 4.4145
H -5.7237 -1.4525 2.6592
H -4.0387 -1.9530 2.1957
H -5.1985 -1.4603 0.9346
H -6.3095 1.4124 1.6498
H -5.4499 0.8356 0.2560
H -5.0602 2.4892 0.9780
S -0.6532 -3.3687 4.1665
C -0.2861 -2.1397 3.2053
N 0.1282 -1.4014 2.3859
```

Its energy above the lowest of the compared OMol25 structures with the same formula, charge and spin is 3.9837 eV. For the energy, the calculation gives -117065.4894 eV. As for the spin multiplicity: 2. Its charge is 0. The expectation value of S² is 0.75. Its HOMO energy (alpha / beta) is -6.86 / -7.07 eV.

Results of the Mulliken charge analysis, in e, for atoms 1 through 4: Pb 1.21; C -1.33; C 0.81; C -1.30

***

(2)
Density functional theory data (ωB97M-V/def2-TZVPD) for C44H60B2N15PS2W as an isolated structure at a distorted geometry.

```
125
Properties=species:S:1:pos:R:3
W 0.1168 -0.7902 0.1817
C -3.1451 1.5978 1.7765
C -2.5812 0.6000 0.9968
N -1.2789 0.5152 1.2322
N -0.9727 1.4472 2.1666
C -2.0941 2.1136 2.5044
B 0.4418 1.4205 2.7910
N 0.6364 -0.0488 3.2533
C 0.9189 -0.5396 4.4714
C 0.8299 -1.9158 4.4176
C 0.4736 -2.1938 3.1042
N 0.3677 -1.0624 2.4080
N 1.4903 1.6743 1.6687
C 2.4669 2.5912 1.5983
C 3.2239 2.3419 0.4696
C 2.6287 1.2277 -0.1115
N 1.5847 0.8308 0.6176
N 0.6715 2.3635 3.9510
C 1.8295 2.4907 4.6613
C 1.6119 3.3684 5.6879
C 0.2622 3.7397 5.5403
N -0.2873 3.1355 4.5073
H -4.1762 1.9005 1.8099
H -3.0500 -0.0941 0.3212
H -2.0489 2.8877 3.2448
H 1.1665 0.1101 5.2920
H 0.9798 -2.6137 5.2214
H 0.3108 -3.1466 2.6287
H 2.5646 3.3665 2.3375
H 4.0886 2.8769 0.1210
H 2.9229 0.6969 -1.0026
H 2.7250 1.9577 4.3870
H 2.3076 3.6946 6.4402
H -0.3228 4.4204 6.1361
C 4.0235 -0.6282 3.0650
N 4.4432 -0.6313 1.6825
C 5.6021 -0.0637 1.2053
C 5.7382 -0.4752 -0.0758
N 4.6788 -1.2883 -0.3921
B 4.6947 -2.3286 -1.5637
N 4.0419 -1.7653 -2.8640
C 4.7855 -1.4981 -3.9954
C 3.9845 -1.6024 -5.0742
N 2.7275 -1.9329 -4.6067
C 1.6414 -2.3528 -5.4620
C 2.7745 -1.9988 -3.2478
S 1.4050 -2.2975 -2.2680
C 3.8783 -1.3568 0.6799
S 2.3970 -2.2074 0.8391
H 4.8742 -0.8531 3.7073
H 3.2684 -1.3994 3.1934
H 3.6117 0.3410 3.3500
H 6.2224 0.5682 1.8156
H 6.5227 -0.2704 -0.7819
H 4.0712 -3.2805 -1.2133
H 5.8430 -2.5626 -1.8105
H 5.8345 -1.2726 -3.9363
H 4.1859 -1.4743 -6.1226
H 2.0035 -3.1056 -6.1617
H 1.2472 -1.5111 -6.0340
H 0.8563 -2.7834 -4.8472
C -2.8102 -2.3925 6.9977
C -2.6991 -1.0769 6.5612
C -2.6291 -0.7869 5.2137
C -2.6763 -1.8224 4.2667
C -2.7996 -3.1527 4.7150
C -2.8666 -3.4239 6.0652
N -2.5529 -1.5150 2.9432
N -2.9579 -2.2470 2.0038
C -2.4775 -2.7196 0.8465
C -3.4306 -3.5721 0.2140
C -3.0719 -4.4126 -0.8041
C -1.7364 -4.4668 -1.1991
C -0.8315 -3.5637 -0.6689
C -1.1484 -2.5455 0.2475
H -2.8449 -2.6147 8.0552
H -2.6757 -0.2680 7.2799
H -2.5569 0.2375 4.8711
H -2.8427 -3.9437 3.9768
H -2.9605 -4.4502 6.3955
H -4.4361 -3.5753 0.6128
H -3.8057 -5.0645 -1.2591
H -1.4140 -5.1818 -1.9437
H 0.1935 -3.6615 -0.9990
C -1.5491 3.1777 -0.4405
C -2.3097 2.6160 -1.6634
C -2.4992 3.7171 -2.7138
C -3.7269 2.2131 -1.2309
P -1.2963 1.1424 -2.3678
N -0.6275 0.1634 -1.2783
C -2.4429 0.0752 -3.4458
C -1.5717 -0.8851 -4.2550
C -3.2741 -0.7866 -2.4837
C -3.3481 0.8418 -4.4096
C 0.1236 1.9520 -3.3636
C 0.7820 3.0495 -2.5154
C 1.1897 0.8817 -3.5625
C -0.2803 2.4790 -4.7414
H -2.2444 3.3868 0.3695
H -1.0444 4.1114 -0.6830
H -0.8052 2.4744 -0.0636
H -3.1319 4.4947 -2.2813
H -2.9991 3.3436 -3.6067
H -1.5665 4.1893 -3.0035
H -4.2007 3.0887 -0.7825
H -3.7298 1.4253 -0.4919
H -4.3436 1.9123 -2.0740
H -0.8256 -1.3574 -3.6189
H -1.0861 -0.3790 -5.0883
H -2.2086 -1.6690 -4.6713
H -2.6166 -1.3084 -1.7876
H -3.8093 -1.5403 -3.0640
H -4.0116 -0.2144 -1.9249
H -2.7819 1.5073 -5.0605
H -4.1156 1.4204 -3.9005
H -3.8566 0.1133 -5.0443
H 0.9826 2.6901 -1.5053
H 0.2027 3.9662 -2.4518
H 1.7399 3.3068 -2.9719
H 1.4180 0.4064 -2.6159
H 2.0987 1.3349 -3.9662
H 0.8547 0.1110 -4.2457
H -1.1019 3.1893 -4.7106
H -0.5563 1.6596 -5.4047
H 0.5803 2.9856 -5.1834
```

Its energy above the lowest of the compared OMol25 structures with the same formula, charge and spin is 0.0000 eV. For the energy, the calculation gives -103087.8788 eV. As for the spin multiplicity: 4. Its charge is +1. The expectation value of S² is 3.83. Its HOMO energy (alpha / beta) is -8.84 / -9.51 eV.

Results of the Mulliken charge analysis, in e, for atoms 1 through 4: W 0.49; C -1.93; C -1.24; N 0.62

***

(3)
Density functional theory data (ωB97M-V/def2-TZVPD) for C44H60BBrF2IrN4O2SbSi3 as an isolated structure at a distorted geometry.

```
119
Properties=species:S:1:pos:R:3
Ir -0.2321 -0.1957 0.0428
C -1.3167 -0.8057 4.9409
Sb 0.1899 -0.7353 3.3464
C -1.0381 0.4556 2.0062
C -2.4156 -0.0014 1.8154
C -2.8098 -1.3627 1.8238
C -4.1213 -1.7087 1.6367
C -5.0806 -0.7052 1.4553
C -4.6289 0.6012 1.4751
N -3.3609 0.9584 1.6479
Si -1.0039 2.2817 2.4225
C -2.0564 2.6440 3.9607
C -1.4735 3.5106 1.0779
C 0.7414 2.8319 2.9298
C 0.6462 -3.7586 1.5525
C -0.3653 -3.5496 0.5877
C -1.5501 -4.3578 0.5068
C -2.4182 -4.2614 -0.5396
C -2.1623 -3.3536 -1.5825
C -1.0626 -2.5542 -1.4390
N -0.2233 -2.5637 -0.3746
Si 2.4119 -3.6339 1.0373
C 3.0885 -5.3725 0.6854
C 2.9583 -2.5601 -0.4505
C 3.5839 -2.9380 2.3484
Si 0.2709 -4.6710 3.1161
C -1.4647 -4.4033 3.8410
C 0.4274 -6.5630 2.9771
C 1.3952 -4.2488 4.5781
H -1.3359 0.1428 5.4769
H -1.0787 -1.6072 5.6418
H -2.3012 -0.9864 4.5103
H -2.0520 -2.1239 1.9446
H -4.4050 -2.7555 1.6277
H -6.1272 -0.9312 1.2998
H -5.3305 1.4216 1.3373
H -2.9640 2.0436 3.9898
H -2.3465 3.6983 3.9633
H -1.4853 2.4536 4.8718
H -2.3696 3.2049 0.5398
H -0.6543 3.6208 0.3677
H -1.6526 4.4900 1.5301
H 1.2657 2.0822 3.5247
H 0.6704 3.7467 3.5258
H 1.3666 3.0462 2.0611
H -1.7032 -5.1132 1.2622
H -3.2897 -4.9070 -0.5798
H -2.7940 -3.2678 -2.4549
H -0.8077 -1.8458 -2.2203
H 2.4332 -5.9228 0.0110
H 3.1641 -5.9423 1.6141
H 4.0811 -5.3329 0.2291
H 1.3046 -2.3313 -1.5628
H 3.9998 -2.8255 -0.6501
H 2.9207 -1.5001 -0.1923
H 3.8171 -3.6824 3.1087
H 3.1636 -2.0591 2.8392
H 4.5259 -2.6448 1.8780
H -2.2386 -5.0042 3.3643
H -1.7756 -3.3610 3.7911
H -1.4353 -4.6839 4.8975
H -0.1145 -6.9419 2.1076
H 0.0299 -7.0546 3.8702
H 1.4699 -6.8641 2.8669
H 1.3851 -3.1815 4.8078
H 2.4314 -4.5408 4.4213
H 1.0263 -4.7878 5.4552
F 2.6175 0.5278 -0.8491
C 1.6836 0.7117 0.1776
F 2.4055 0.3278 1.3307
H 1.5865 1.8002 0.2607
N -1.1100 0.8504 -1.6544
C -2.2018 0.2974 -2.3437
C -3.4242 0.0676 -1.7088
C -4.4863 -0.4998 -2.3911
C -4.3576 -0.8629 -3.7269
C -3.1441 -0.6471 -4.3677
C -2.0808 -0.0742 -3.6866
H -3.5202 0.3397 -0.6679
H -5.4206 -0.6689 -1.8674
H -5.1846 -1.3189 -4.2575
H -3.0204 -0.9333 -5.4059
H -1.1282 0.0851 -4.1787
C 1.4916 8.4609 -1.4824
C 1.9454 7.4847 -2.5767
C 3.3713 7.0279 -2.2576
C 1.9815 8.2209 -3.9221
C 0.9668 6.3091 -2.6297
C -0.3077 6.4920 -3.1612
C -1.2603 5.4701 -3.2002
C -0.9004 4.2471 -2.6881
O -1.6263 3.1092 -2.5941
B -0.7745 2.1546 -1.9445
O 0.4824 2.7814 -1.6918
C 0.3653 4.0522 -2.1426
C 1.3065 5.0542 -2.1028
H 2.1816 9.3061 -1.4062
H 1.4530 7.9573 -0.5158
H 0.4943 8.8470 -1.6974
H 4.0546 7.8761 -2.3396
H 3.7034 6.2537 -2.9501
H 3.4517 6.6353 -1.2441
H 2.7245 9.0215 -3.8899
H 1.0200 8.6709 -4.1672
H 2.2479 7.5359 -4.7283
H -0.5922 7.4631 -3.5457
H -2.2469 5.6346 -3.6113
H 2.2719 4.8499 -1.6651
Br 5.5602 -4.7094 -4.3927
C 4.1595 -3.8900 -3.3811
C 3.1168 -4.6705 -2.8633
C 2.0822 -4.0864 -2.2086
N 2.2442 -2.6974 -1.7626
C 2.8714 -1.9374 -2.8517
C 3.9059 -2.5153 -3.5115
H 3.0765 -5.7368 -3.0492
H 1.1957 -4.5856 -1.8539
H 2.5631 -0.9110 -2.9354
H 4.4813 -1.9097 -4.2010
```

Its energy above the lowest of the compared OMol25 structures with the same formula, charge and spin is 0.5027 eV. For the energy, the calculation gives -165823.1030 eV. As for the spin multiplicity: 5. Its charge is -2. The expectation value of S² is 6.02. Its HOMO energy (alpha / beta) is -0.77 / -1.77 eV.

Results of the Mulliken charge analysis, in e, for atoms 1 through 4: Ir 1.90; C -1.49; Sb 0.25; C 0.55